Computed, not measured: 2 unconnected molecules or ions with the total composition C3H10O2S2 in a non-equilibrium geometry, with the ωB97M-V functional and the def2-TZVPD basis.

Output
ΔE to the lowest compared entry with this formula, charge and spin   101.4 kJ/mol
Lowest unoccupied orbital energy   0.26 eV

Element x y z (Å)
C: -0.4157 0.0280 -0.0954
C: -0.2474 0.5895 1.2758
O: -0.4137 1.9931 1.3097
C: 0.8845 0.1947 -0.8914
S: 1.6032 1.9269 -1.1345
S: 0.9059 2.8996 -2.8593
H: -1.2744 0.4375 -0.6214
H: -0.6506 -1.0588 -0.0582
H: -1.0286 0.2467 2.0543
H: 0.6032 0.0932 1.7605
H: -0.5482 2.3286 0.4235
H: 0.8799 -0.1221 -1.9405
H: 1.5529 -0.5216 -0.3941
H: -0.3699 3.0812 -2.5009
H: -0.2468 -4.0680 1.9841
H: -0.9716 -3.7725 0.6429
O: -0.2627 -4.2760 1.0449

Atomic forces in eV per Å
-0.1390 -0.6414 -1.0332
-2.6566 -0.8539 2.2304
0.7835 0.0806 0.5876
-0.0200 -0.0695 -1.3044
0.0000 -0.1593 0.8000
0.0938 -1.1628 0.3836
-0.1584 0.4226 0.0421
0.3880 0.4768 0.1204
0.4731 -0.0269 -1.5358
0.9263 1.1825 -0.3077
0.3031 -0.0132 -0.1936
-0.6423 -0.3573 0.2486
0.7686 0.9315 -0.1496
-0.1088 0.1757 0.1102
-0.1790 0.1015 -0.1079
-0.1674 0.1128 0.1597
0.3350 -0.1998 -0.0503

Computed, not measured: 2 unconnected molecules or ions with the total composition C6H10O, with the ωB97M-V functional and the def2-TZVPD basis.

Output
ΔE to the lowest compared entry with this formula, charge and spin   166.5 kJ/mol
Lowest unoccupied orbital energy   -0.05 eV

Element x y z (Å)
O: 0.7992 -1.4481 0.6561
C: 1.9569 -1.1162 0.7995
C: 2.4006 0.2774 1.0511
C: 1.5173 1.2617 1.2175
C: -1.1447 0.4661 -1.2750
C: -1.9339 -0.8086 -1.3350
C: -1.9914 0.0497 -0.1050
H: 2.7643 -1.8748 0.7455
H: 3.4729 0.4547 1.0995
H: -0.0662 0.3849 -1.1714
H: 1.8307 2.2847 1.4020
H: 0.4493 1.0626 1.1713
H: -1.4819 1.3048 -1.8784
H: -2.8083 -0.8405 -1.9794
H: -1.3835 -1.7421 -1.2645
H: -2.9027 0.6083 0.0904
H: -1.4786 -0.3247 0.7760

Atomic forces in eV per Å
0.5099 0.1292 0.0621
-0.3344 -0.1580 -0.0450
-0.1431 0.1930 0.0352
0.0999 -0.0810 -0.0095
0.1268 0.1439 -0.0863
-0.0625 -0.1712 -0.0899
-0.0672 0.0342 0.1854
-0.0983 0.0720 -0.0045
-0.1530 -0.0167 -0.0047
-0.1851 -0.0002 -0.0207
-0.0092 -0.1416 -0.0216
0.1568 -0.0120 -0.0164
0.0482 -0.1438 0.1104
0.1552 0.0184 0.1076
-0.0911 0.1615 -0.0003
0.1464 -0.0985 -0.0519
-0.0992 0.0707 -0.1499

Computed, not measured: 13 unconnected molecules or ions with the total composition C44H55FN14O3 in a non-equilibrium geometry, with the ωB97M-V functional and the def2-TZVPD basis.

Output
Lowest unoccupied orbital energy   -0.22 eV

Element x y z (Å)
C: 0.3247 2.2511 -0.2794
C: 1.4555 1.4281 0.3370
F: 2.4499 2.2529 0.8821
C: 2.0459 0.4348 -0.6419
C: 1.6615 -0.9145 -0.5841
C: 0.6376 -1.4879 0.3781
C: -0.5843 -1.9766 -0.4274
C: -1.3269 -0.8077 -1.0316
N: -1.2746 -0.6103 -2.4017
O: -1.9749 -0.0590 -0.3262
C: 2.2369 -1.8342 -1.4692
C: 3.1679 -1.4209 -2.3878
C: 3.5400 -0.0887 -2.4606
C: 2.9773 0.8665 -1.6176
C: 3.3900 2.3114 -1.8031
C: 2.9111 2.8223 -3.1679
C: 3.6505 3.7711 -3.8656
C: 3.2133 4.2371 -5.0989
C: 2.0482 3.7604 -5.6871
C: 1.3160 2.7941 -5.0063
C: 1.7433 2.3461 -3.7598
C: 4.5839 0.0430 -3.5372
O: 5.1374 0.9935 -3.9844
N: 4.8345 -1.2842 -3.9331
C: 3.9029 -2.1971 -3.4375
O: 3.7580 -3.3144 -3.8293
H: 0.4041 3.3150 -0.0713
H: 0.2656 2.0667 -1.3450
H: -0.6105 1.9169 0.1582
H: 1.0510 0.8995 1.1906
H: 1.0643 -2.3457 0.8906
H: 0.2423 -0.7759 1.0884
H: -1.2918 -2.4814 0.2190
H: -0.2842 -2.6537 -1.2218
H: -0.5981 -1.2080 -2.8611
H: -1.0520 0.3534 -2.6220
H: 1.9490 -2.8753 -1.4151
H: 4.4683 2.3844 -1.8061
H: 2.9476 2.9731 -1.0752
H: 4.5710 4.1585 -3.4528
H: 3.7960 4.9876 -5.6164
H: 1.6958 4.1156 -6.6429
H: 0.4136 2.4076 -5.4571
H: 1.1279 1.5988 -3.2781
H: 5.0353 -1.3496 -4.9241
C: -3.6325 -0.3710 2.8508
C: -2.3226 -0.9917 2.9083
N: -1.2833 -1.4766 2.9561
H: -3.6015 0.5566 2.2809
H: -4.3605 -1.0283 2.3779
H: -3.9948 -0.1420 3.8523
C: 5.3742 0.5645 0.8752
C: 5.4584 -0.5527 1.8031
N: 5.5245 -1.4331 2.5367
H: 4.3964 1.0398 0.9224
H: 6.1228 1.3225 1.1006
H: 5.5350 0.2355 -0.1509
C: 4.6016 4.6808 2.1056
C: 5.0518 4.2624 0.7883
N: 5.4075 3.9207 -0.2481
H: 3.7556 4.0761 2.4309
H: 5.3993 4.5747 2.8392
H: 4.2883 5.7234 2.0939
C: -2.6354 1.4271 6.2665
C: -3.4624 2.3073 5.4617
N: -4.1137 3.0060 4.8267
H: -2.4280 1.8679 7.2409
H: -3.1339 0.4683 6.4170
H: -1.6800 1.2381 5.7770
C: -2.8215 -3.1203 7.6041
C: -3.6126 -2.1848 6.8244
N: -4.2339 -1.4386 6.2103
H: -2.6399 -2.7332 8.6116
H: -3.3338 -4.0762 7.7029
H: -1.8588 -3.3050 7.1291
C: -4.5091 -1.3030 11.2451
C: -3.3833 -2.1783 10.9602
N: -2.4967 -2.8721 10.7339
H: -4.4544 -0.9238 12.2641
H: -4.5188 -0.4513 10.5665
H: -5.4516 -1.8361 11.1319
C: -0.7573 -6.0877 0.1095
C: -1.5891 -5.1662 -0.6460
N: -2.2430 -4.4340 -1.2414
H: -0.4968 -5.6658 1.0801
H: -1.2779 -7.0292 0.2742
H: 0.1642 -6.3049 -0.4284
C: -1.4883 -5.7139 -4.1249
C: -0.9871 -6.9258 -3.4961
N: -0.5983 -7.8738 -2.9769
H: -0.6715 -5.0552 -4.4105
H: -2.0634 -5.9420 -5.0222
H: -2.1278 -5.1656 -3.4414
C: -5.4622 5.4695 3.1188
C: -5.3587 6.4591 2.0573
N: -5.2738 7.2281 1.2090
H: -5.1380 5.8798 4.0728
H: -6.4883 5.1234 3.2341
H: -4.8391 4.6019 2.9131
C: 4.8155 -1.9766 -8.1330
C: 3.7077 -1.0974 -8.4748
N: 2.8330 -0.4061 -8.7448
H: 5.7679 -1.5462 -8.4390
H: 4.8611 -2.1547 -7.0603
H: 4.7153 -2.9437 -8.6225
C: -4.4073 -2.6760 -5.3204
C: -3.0602 -2.7221 -4.7756
N: -2.0023 -2.7603 -4.3349
H: -4.5702 -1.7501 -5.8694
H: -4.5791 -3.5078 -6.0018
H: -5.1471 -2.7320 -4.5235
C: -3.3274 3.6886 0.2999
C: -2.4574 3.7298 1.4654
N: -1.7562 3.7647 2.3736
H: -4.2487 4.2414 0.4813
H: -2.8351 4.1328 -0.5637
H: -3.5857 2.6598 0.0480

Atomic forces in eV per Å
-0.1091 -0.1631 0.1796
-0.5430 -0.1074 -0.0624
0.1977 0.1149 0.0345
0.4517 -0.0504 -0.2013
0.2779 -0.1174 0.1730
-0.4280 0.1568 -0.8880
-0.0955 0.0621 -0.3148
-0.4010 0.1481 0.0514
1.1988 0.0032 0.2990
0.0143 0.3239 0.2224
-0.0742 -0.1379 0.0191
-0.1819 -0.1025 0.2018
-0.0889 0.3148 0.2205
0.1632 0.1712 0.2257
-0.8570 -0.2047 -1.3193
-0.0235 -0.2415 -0.0615
-0.2808 0.0995 -0.1338
0.0242 0.1739 -0.1543
-0.0379 -0.3305 0.5048
0.2772 0.3400 -0.0078
-0.2028 0.0603 -0.3138
-0.7958 -0.8369 1.1951
0.4387 0.7558 -0.3807
0.0287 0.1877 -1.3966
-0.0361 0.9507 0.5844
-0.1942 -0.6702 -0.1377
0.2705 0.0623 -0.0198
0.0190 0.2903 -0.2249
-0.1493 -0.0435 -0.0205
0.1223 -0.0835 0.1519
0.0589 0.0499 0.2386
0.2432 -0.0283 0.3049
0.0295 -0.1026 0.1862
0.0243 -0.1990 0.0241
-0.2228 -0.1506 -0.1160
-0.6135 0.1364 -0.0929
0.0260 -0.0930 -0.0218
0.1689 0.1324 0.2802
0.2552 -0.0281 0.3826
0.0841 -0.0557 0.0996
0.0684 0.0161 -0.0065
0.1255 0.0939 -0.1177
-0.0957 -0.1189 0.0716
0.1173 -0.1479 0.1949
0.5463 -0.3261 0.1884
-0.4491 0.2740 0.0105
0.0545 0.0143 -0.0626
-0.0025 -0.0669 0.1079
0.1953 -0.0369 -0.0361
0.1227 -0.1142 -0.0257
0.0803 -0.0842 0.0479
0.0205 0.2813 -0.1971
0.0053 -0.0432 0.0075
-0.0205 0.0125 -0.0107
-0.0195 -0.0611 0.0794
0.0530 -0.0765 0.0728
0.0155 -0.1102 0.0383
-0.1560 0.0798 0.3196
0.0303 -0.0286 -0.0449
0.1745 0.1526 0.1600
-0.0006 -0.0557 -0.1157
0.0665 -0.0312 -0.0831
0.0229 0.0037 -0.1014
0.2848 -0.2906 0.2125
0.0055 0.1005 -0.0151
-0.0971 -0.0428 -0.0154
-0.0793 0.1159 -0.0430
-0.0289 0.1895 -0.0807
-0.0463 0.0819 -0.1132
0.2508 -0.1515 0.2428
-0.0531 -0.0315 -0.1243
-0.0147 -0.1090 0.0633
-0.0393 -0.0788 -0.3991
-0.1008 0.0509 -0.0471
-0.0393 0.0976 -0.0987
-0.2639 0.2099 0.0631
0.0807 -0.0682 0.1368
-0.1011 0.1079 0.1911
0.0920 -0.0542 0.0123
0.0837 -0.0420 -0.0447
0.0562 -0.0866 -0.0263
0.2566 -0.1865 0.2310
-0.1071 -0.0569 -0.0277
-0.0773 -0.1464 0.0827
-0.0755 0.1042 -0.0341
-0.0668 0.0249 -0.0873
-0.0614 0.0251 -0.1016
-0.0767 0.0894 -0.2838
-0.0405 -0.0434 0.0212
-0.0014 0.0524 0.0489
0.0699 -0.0396 0.0567
0.0690 -0.1574 0.0088
0.0403 -0.0504 0.1091
-0.0422 -0.2056 0.2021
-0.0249 0.0166 -0.0215
0.0139 -0.0360 -0.0149
0.0590 0.0680 -0.0480
-0.0322 0.0775 -0.0903
0.0620 0.0456 0.0071
0.3247 -0.1975 0.0564
-0.0366 0.0220 0.0006
0.0119 -0.0184 0.0101
-0.0709 0.1157 -0.0474
-0.1286 0.0111 0.0050
-0.1208 0.0317 -0.0372
-0.3183 0.0182 -0.1149
0.0409 0.0365 0.0474
0.0148 0.0397 -0.1828
0.0995 0.0277 0.0215
0.0962 -0.0270 0.0162
0.0889 -0.0047 0.0783
-0.2396 -0.0787 -0.2442
0.0651 0.0249 -0.0033
-0.0124 -0.0361 0.0119
0.0555 0.0494 0.0640
0.0826 0.0341 0.0626
0.0989 -0.0430 0.0743

Question: Which of these has the highest lowest unoccupied orbital energy?
Answer: C3H10O2S2

Question: Which of these has the lowest lowest unoccupied orbital energy?
Answer: C44H55FN14O3